Record 1
Density functional theory data (ωB97M-V/def2-TZVPD) for a cluster of 2 separate species, C37H34NO3P in total in a non-equilibrium geometry.

```
76
Properties=species:S:1:pos:R:3:forces:R:3
C 1.32440 4.31808 -1.54189 -0.246 -0.206 0.450
C 1.23174 2.97643 -2.23451 0.376 0.603 -0.982
O 0.88690 1.93867 -1.35430 -0.105 -0.520 0.358
C 1.05757 0.72352 -1.99256 0.306 -0.478 -1.237
C 0.76575 -0.40900 -1.24325 0.452 -1.254 0.496
P 1.01320 -2.06780 -1.88314 -3.903 0.279 -0.886
C 2.20727 -2.15495 -3.22470 -0.134 0.356 0.854
C 3.30476 -1.32567 -3.28455 0.474 0.313 -0.022
C 4.18257 -1.42168 -4.34508 0.154 0.138 0.172
C 3.96889 -2.37137 -5.32426 0.039 -0.062 -0.177
C 2.85990 -3.19089 -5.26514 -0.021 -0.129 -0.125
C 1.97277 -3.07864 -4.21036 -0.246 -0.446 -0.395
C 1.67078 -3.07588 -0.55627 0.090 0.648 -0.352
C 2.96408 -2.88356 -0.12645 0.529 -0.149 0.377
C 3.47467 -3.67660 0.88566 0.218 0.192 -0.078
C 2.68081 -4.65531 1.45243 -0.022 -0.139 0.244
C 1.37472 -4.82342 1.03299 -0.093 -0.015 0.015
C 0.86736 -4.02673 0.01963 -0.396 -0.503 0.334
O -0.33613 -2.67042 -2.33824 1.934 0.493 0.704
O 1.47600 0.65687 -3.15781 -0.409 0.825 0.593
H 1.68160 5.10461 -2.20996 -0.034 -0.196 -0.080
H 0.35455 4.62196 -1.14735 -0.124 0.054 -0.009
H 2.00268 4.25813 -0.69160 0.152 -0.002 0.034
H 0.47713 2.97094 -3.03253 0.270 0.320 -0.061
H 2.18898 2.68993 -2.69196 -0.240 0.432 -0.053
H 0.33553 -0.30299 -0.26954 0.155 -0.107 0.582
H 3.42974 -0.55634 -2.53914 0.129 0.030 0.068
H 5.01245 -0.73769 -4.42690 0.165 0.046 0.048
H 4.66138 -2.46240 -6.14296 0.129 0.012 -0.229
H 2.67170 -3.89885 -6.05443 -0.015 -0.187 -0.124
H 1.07877 -3.68246 -4.15986 -0.085 -0.061 0.001
H 3.57555 -2.12535 -0.58946 0.132 0.119 -0.034
H 4.48660 -3.53153 1.23289 0.126 -0.015 0.004
H 3.08125 -5.28609 2.23022 0.057 -0.092 0.138
H 0.75182 -5.57207 1.49424 -0.103 -0.174 0.064
H -0.14609 -4.14424 -0.33562 -0.082 0.002 -0.104
C 0.07858 6.28246 2.19853 -0.268 -0.868 0.140
N -0.47250 5.15547 2.95086 0.526 0.012 0.222
C -1.23730 5.53254 4.14299 0.215 -0.587 -0.791
C -0.71539 3.90252 2.31927 -0.373 -0.074 0.235
C 0.17846 2.82666 2.48873 -0.293 1.063 0.042
C -0.14363 1.57464 2.05063 -0.394 -0.574 -0.344
C -1.37233 1.32157 1.40442 0.057 -0.217 0.024
C -1.82232 -0.02012 1.11071 0.148 0.833 -0.143
C -2.85059 -0.35315 0.15668 -0.732 -0.167 -0.619
C -3.30054 -1.66578 0.41221 -0.810 0.464 -1.056
C -4.36552 -2.20258 -0.30301 0.836 -0.048 0.918
C -4.94117 -1.44990 -1.30169 -0.074 0.548 -0.357
C -4.45404 -0.17926 -1.61591 -0.338 -0.370 -0.173
C -3.42177 0.37712 -0.89872 0.654 -0.131 0.568
C -2.50341 -2.20425 1.48994 0.579 -0.583 0.943
C -1.58219 -1.21049 1.89828 0.333 -0.819 0.561
C -0.74335 -1.47651 2.99619 -0.378 0.600 -0.676
C -0.82957 -2.69479 3.62854 -0.093 -0.512 0.115
C -1.74590 -3.66115 3.21170 0.475 0.198 0.454
C -2.58635 -3.42608 2.14823 -0.321 0.834 -0.770
C -2.23105 2.41910 1.17550 -0.036 -0.816 -0.169
C -1.91564 3.66583 1.62552 0.755 0.577 0.540
H 0.45523 5.92563 1.24246 0.080 0.046 -0.035
H -0.69213 7.02916 2.01447 -0.111 0.280 -0.114
H 0.89653 6.73675 2.75446 0.086 0.154 0.016
H -1.73651 4.65307 4.54554 0.011 0.000 0.061
H -0.57193 5.93378 4.90492 0.053 0.102 0.095
H -1.99250 6.27709 3.89768 -0.237 0.230 0.052
H 1.09819 3.00341 3.01856 0.205 0.064 0.063
H 0.54972 0.76600 2.19715 0.172 -0.106 -0.055
H -4.73556 -3.18227 -0.05225 -0.085 -0.212 -0.087
H -5.77943 -1.84915 -1.84838 -0.081 -0.057 -0.159
H -4.88049 0.36038 -2.44612 -0.076 0.084 -0.057
H -3.02151 1.33878 -1.16833 0.051 0.161 -0.125
H -0.06455 -0.72800 3.36350 0.133 0.040 0.099
H -0.18755 -2.90180 4.46959 0.073 -0.028 0.092
H -1.82294 -4.58838 3.75313 0.070 -0.202 0.087
H -3.32548 -4.14769 1.84552 -0.087 -0.210 -0.045
H -3.19508 2.25186 0.72956 -0.147 -0.042 -0.056
H -2.60814 4.48032 1.51471 -0.207 0.204 -0.079
```
Positions in Å, forces in eV/Å.

Summary:
Relative energy (zero: lowest compared OMol25 entry of this formula, charge and spin), kcal per mole: 28.7
LUMO, hartree: -0.1129
Multiplicity: 1
Gap between HOMO and LUMO, eV: 3.337

=====

Record 2
Density functional theory data (ωB97M-V/def2-TZVPD) for a cluster of 2 separate species, C7H15N2O in total in a non-equilibrium geometry.

```
25
Properties=species:S:1:pos:R:3:forces:R:3
O -1.14212 0.64785 -0.10677 -0.921 2.149 -0.003
C -2.50163 0.97199 -0.30468 -1.249 -0.245 -0.191
C 2.00805 2.63356 0.34679 0.095 0.038 0.014
C -0.34624 1.81626 0.00660 0.672 0.838 0.098
C 1.09877 1.41199 0.21707 0.112 -0.302 0.007
H -3.06486 0.02701 -0.38469 0.234 0.391 0.030
H -2.90755 1.55301 0.54045 0.266 -0.208 -0.227
H -2.65024 1.54976 -1.23242 0.184 -0.204 0.293
H 1.95566 3.24898 -0.56706 0.086 -0.180 0.377
H 3.05401 2.31835 0.49918 -0.451 0.223 -0.067
H 1.69834 3.25224 1.20581 0.189 -0.180 -0.336
H -0.70085 2.42953 0.85725 0.029 -0.281 -0.299
H -0.44407 2.42628 -0.91196 -0.055 -0.276 0.294
H 1.41610 0.78593 -0.63897 -0.037 0.230 0.355
H 1.15932 0.78918 1.13024 0.058 0.225 -0.348
C 0.59470 -3.44678 -0.73354 0.082 0.084 -0.600
C 0.19876 -2.21627 -1.18626 0.156 -0.551 0.312
C -0.17465 -2.29238 1.00524 0.084 0.210 -0.922
N 0.35076 -3.45854 0.61766 0.189 -0.965 1.041
N -0.26873 -1.53321 -0.09069 0.775 -2.409 0.646
H 1.02353 -4.29900 -1.26070 -0.213 0.404 0.303
H 0.21403 -1.78313 -2.18638 -0.011 -0.214 0.501
H -0.46893 -2.01472 2.01737 0.142 -0.137 -0.480
H 0.54146 -4.25052 1.25773 -0.192 0.848 -0.757
H -0.64362 -0.56744 -0.09737 -0.226 0.513 -0.043
```
Positions in Å, forces in eV/Å.

Summary:
Relative energy (zero: lowest compared OMol25 entry of this formula, charge and spin), kcal per mole: 25.5
LUMO, hartree: -0.0924
Multiplicity: 1
Net charge: +1
Gap between HOMO and LUMO, eV: 11.417

=====

Record 3
Density functional theory data (ωB97M-V/def2-TZVPD) for a structure of composition C22H14BBrF2I2N6O3Tc in a non-equilibrium geometry.

```
52
Properties=species:S:1:pos:R:3:forces:R:3
Tc 0.29229 -0.98983 0.08537 -0.106 0.222 -1.637
O -0.00397 -2.84961 0.64364 -1.863 0.159 0.025
C -1.30568 -3.22621 0.84306 0.042 0.640 -1.926
C -1.52979 -4.30498 1.68246 -0.632 0.645 -0.128
C -2.80845 -4.77833 1.88231 -0.629 -0.018 -0.532
C -3.92623 -4.17944 1.20153 0.156 -2.425 2.045
C -3.71816 -3.21981 0.29130 0.152 0.760 -1.164
C -2.41583 -2.72376 0.04264 0.975 -0.721 1.181
C -2.32827 -1.68520 -0.90746 1.104 2.374 -0.370
N -1.37647 -0.73016 -0.90184 -2.899 -3.083 -0.132
N -1.60045 0.35413 -1.64309 0.935 2.272 -0.688
C -0.62360 1.25870 -1.43791 -1.256 -2.972 0.301
O 0.34950 0.94139 -0.63239 0.258 0.461 0.154
C -0.71026 2.50583 -2.17093 1.004 0.553 0.053
C 0.38071 3.37083 -2.24145 1.116 0.180 0.922
C 0.37719 4.52742 -3.02715 -0.288 -0.413 0.716
C -0.83526 4.89017 -3.60982 -0.302 -0.139 -0.409
C -1.95081 4.01635 -3.58059 1.094 0.142 0.672
C -1.84641 2.78968 -2.87403 -1.699 1.191 -2.074
H -0.63228 -4.65635 2.12614 0.359 -0.765 0.616
H -2.93318 -5.68834 2.47845 -0.190 0.530 -0.031
H -4.93515 -4.58645 1.39961 0.715 0.353 -0.196
H -4.58246 -2.86024 -0.28220 0.560 0.115 0.162
H -3.15976 -1.54815 -1.61174 0.340 0.172 0.349
H 1.22700 3.14694 -1.55678 -0.403 0.080 -0.901
H 1.27779 5.15734 -3.11003 -0.644 -0.338 0.152
H -0.87310 5.87169 -4.10097 -0.262 -0.566 0.013
H -2.86362 4.34027 -4.08377 0.220 -0.393 0.179
H -2.65092 2.05296 -2.99521 0.361 0.426 0.478
O -0.55190 -0.37934 1.74671 -1.926 0.858 1.708
N -1.88135 -0.09470 1.79254 0.321 2.157 -0.167
C -2.16025 1.09794 2.35398 -0.123 -3.371 -2.003
C -3.42338 1.71865 2.13398 -3.120 0.684 -0.018
N -4.46794 2.23154 1.98586 2.616 -1.178 0.269
C -1.16988 1.79284 3.00323 4.401 2.855 2.439
N -0.27267 2.33493 3.53848 -2.420 -1.421 -1.390
F 4.62339 1.00730 -1.15724 0.768 0.037 -0.607
B 5.35614 1.38642 -2.20097 -0.471 0.233 -0.414
F 6.21893 0.58010 -2.80533 -0.552 0.392 0.706
Br 4.67648 -3.70073 2.58955 -0.143 0.255 -0.073
C 3.77775 -2.06182 2.25455 1.105 1.061 0.351
C 4.35740 -0.83830 2.75249 -2.455 -1.732 -0.453
C 3.61709 0.31514 2.48498 0.612 0.175 -0.201
C 2.40496 0.24878 1.80104 0.236 -1.309 -1.183
N 1.94435 -0.92485 1.24604 3.127 0.170 1.595
C 2.66702 -2.07954 1.43280 0.378 2.096 0.546
H 5.20563 -0.94198 3.41455 0.238 0.480 -0.306
H 4.03656 1.30914 2.67442 -0.350 -0.439 0.338
H 1.88476 1.15828 1.50389 -0.179 -0.328 0.314
H 2.44244 -2.93686 0.84317 -0.650 -0.497 -0.084
I 1.41691 -1.78412 -2.25900 0.186 0.068 0.444
I 5.00320 3.36436 -3.03886 0.180 -0.689 0.358
```
Positions in Å, forces in eV/Å.

Summary:
Relative energy (zero: lowest compared OMol25 entry of this formula, charge and spin), kcal per mole: 0.0
LUMO (alpha / beta), hartree: -0.0412 / -0.0818
Multiplicity: 4
Gap between HOMO and LUMO (alpha / beta), eV: 6.833 / 5.876

=====

Record 4
Density functional theory data (ωB97M-V/def2-TZVPD) for the ion C4H12NOS2 with charge +1 in a non-equilibrium geometry.

```
20
Properties=species:S:1:pos:R:3:forces:R:3
C -0.32045 -2.80856 3.03476 -2.340 -1.047 1.999
S 1.05347 -2.14178 2.12743 -0.208 -0.392 -0.022
S 0.37663 -0.30113 1.66657 0.004 0.622 -0.278
C -0.28748 -0.37550 -0.07601 -0.201 -0.523 1.202
C -0.13558 0.99011 -0.69102 -0.617 0.137 -0.737
N 1.31113 1.38084 -0.66814 0.707 0.411 0.082
C -0.64020 1.12520 -2.16314 1.417 1.397 -0.039
O 0.00715 2.28871 -2.73205 0.388 -0.208 0.548
H -0.15753 -3.79951 3.47721 1.046 0.021 -0.465
H -1.32084 -3.00289 2.62047 0.589 0.418 -1.278
H -0.65918 -2.28952 3.94806 0.953 0.659 -0.321
H 0.22059 -1.19925 -0.57772 -0.018 0.172 -0.249
H -1.34122 -0.61108 0.06212 -0.042 -0.034 -0.473
H -0.67442 1.71910 -0.08161 0.265 0.105 0.053
H 1.91446 0.75727 -1.21244 -0.270 -0.012 -0.216
H 1.69277 1.33976 0.28070 -0.255 -0.184 0.313
H 1.45559 2.33440 -1.01535 -0.256 -0.135 -0.313
H -0.20581 0.33036 -2.75877 -0.628 -0.630 -0.016
H -1.71310 1.26606 -2.23346 -0.111 -0.662 0.152
H -0.57600 2.99742 -3.00760 -0.424 -0.114 0.059
```
Positions in Å, forces in eV/Å.

Summary:
Relative energy (zero: lowest compared OMol25 entry of this formula, charge and spin), kcal per mole: 14.3
LUMO, hartree: -0.1184
Multiplicity: 1
SMILES: CSSC[C@@H]([NH3+])CO
Net charge: +1
Gap between HOMO and LUMO, eV: 9.275